No. 1
Below is 2 unconnected molecules or ions with the total composition C6H12O, with properties calculated with ωB97M-V with the def2-TZVPD basis set.

gap between HOMO and LUMO	0.342	hartree
HOMO	-0.3081	Eh
DFT total energy	-8461.533	eV
LUMO	0.034	hartree
energy above the lowest of the compared OMol25 structures with the same formula, charge and spin	65.1	kcal/mol
SMILES string	C/C=C/C=C/C.O

Each atom is followed by the atoms it is bonded to, with distances in Å.
Atoms and positions in Å:
1 C 2.0608 -0.4604 -2.6107  C2 1.546, H7 1.133, H8 1.148, H9 1.154
2 C 1.1424 -0.9276 -1.4585  C1 1.546, C3 1.330, H10 1.094
3 C 1.0137 -0.0247 -0.4908  C2 1.330, C4 1.481, H11 1.164
4 C 0.2251 -0.2368 0.7443  C3 1.481, C5 1.405, H12 1.158
5 C -0.1650 0.8529 1.5414  C4 1.405, C6 1.604, H13 1.081
6 C -0.9758 0.4661 2.8698  C5 1.604, H14 1.132, H15 1.057, H16 1.061
7 H 3.1273 -0.8082 -2.4548  C1 1.133
8 H 1.6540 -0.5753 -3.6781  C1 1.148
9 H 2.3062 0.6400 -2.3654  C1 1.154
10 H 0.7385 -1.9420 -1.3932  C2 1.094
11 H 1.1089 1.1048 -0.7570  C3 1.164
12 H -0.0081 -1.3160 1.0932  C4 1.158
13 H 0.2568 1.7880 1.2018  C5 1.081
14 H -1.0343 -0.6636 2.8215  C6 1.132
15 H -1.9996 0.7288 2.8985  C6 1.057
16 H -0.5022 0.6429 3.8029  C6 1.061
17 O -2.5838 0.3541 -0.4894  H18 1.009, H19 0.981
18 H -2.9918 -0.3846 0.0645  O17 1.009
19 H -1.7930 -0.0647 -0.8917  O17 0.981


No. 2
Below is C22H23N3O6S in the gas phase, with properties calculated with ωB97M-V with the def2-TZVPD basis set.

gap between HOMO and LUMO	0.309	hartree
HOMO	-0.2919	Eh
DFT total energy	-50777.055	eV
LUMO	0.017	hartree
energy above the lowest of the compared OMol25 structures with the same formula, charge and spin	64.8	kcal/mol
SMILES string	CCOC(=O)CN(C(=O)CSc1nnc(-c2ccc(OC)c(OC)c2)o1)c1ccccc1

Each atom is followed by the atoms it is bonded to, with distances in Å.
Atoms and positions in Å:
1 C 4.9923 2.1875 -3.4959  C2 1.521, H33 1.086, H34 1.087, H35 1.087
2 C 4.0836 2.7181 -4.5948  C1 1.521, O3 1.432, H36 1.094, H37 1.091
3 O 2.9951 1.8227 -4.8479  C2 1.432, C4 1.331
4 C 1.9352 1.9169 -4.0489  O3 1.331, O5 1.201, C6 1.524
5 O 1.8246 2.6915 -3.1381  C4 1.201
6 C 0.8720 0.9071 -4.4640  C4 1.524, N7 1.445, H38 1.093, H39 1.095
7 N -0.1977 0.8307 -3.4960  C6 1.445, C8 1.355, C27 1.425
8 C -1.3266 1.5419 -3.7307  N7 1.355, O9 1.212, C10 1.521
9 O -1.4823 2.2072 -4.7319  C8 1.212
10 C -2.4277 1.4005 -2.6915  C8 1.521, S11 1.839, H40 1.086, H41 1.089
11 S -3.1895 -0.2683 -2.8140  C10 1.839, C12 1.727
12 C -2.8252 -0.9358 -1.2640  S11 1.727, N13 1.297, O26 1.353
13 N -2.9375 -2.1842 -0.9313  C12 1.297, N14 1.343
14 N -2.5875 -2.2702 0.3630  N13 1.343, C15 1.299
15 C -2.2744 -1.0768 0.7694  N14 1.299, C16 1.438, O26 1.365
16 C -1.8164 -0.6913 2.0764  C15 1.438, C17 1.390, C25 1.395
17 C -1.5313 0.6326 2.3912  C16 1.390, C18 1.377, H42 1.078
18 C -1.0793 0.9372 3.6556  C17 1.377, C19 1.395, H43 1.078
19 C -0.8985 -0.0402 4.6350  C18 1.395, O20 1.355, C22 1.414
20 O -0.4427 0.4465 5.8145  C19 1.355, C21 1.411
21 C -0.2665 -0.3755 6.9481  O20 1.411, H44 1.091, H45 1.091, H46 1.090
22 C -1.1898 -1.3859 4.3140  C19 1.414, O23 1.369, C25 1.384
23 O -1.0048 -2.3397 5.2783  C22 1.369, C24 1.408
24 C -1.3238 -3.6769 4.9733  O23 1.408, H47 1.089, H48 1.094, H49 1.094
25 C -1.6434 -1.6848 3.0409  C16 1.395, C22 1.384, H50 1.076
26 O -2.4152 -0.1618 -0.2331  C12 1.353, C15 1.365
27 C 0.0890 0.1251 -2.2917  N7 1.425, C28 1.389, C32 1.390
28 C 0.0444 -1.2632 -2.2881  C27 1.389, C29 1.384, H51 1.080
29 C 0.3536 -1.9580 -1.1313  C28 1.384, C30 1.385, H52 1.079
30 C 0.7134 -1.2706 0.0159  C29 1.385, C31 1.385, H53 1.080
31 C 0.7646 0.1139 0.0088  C30 1.385, C32 1.384, H54 1.080
32 C 0.4498 0.8161 -1.1413  C27 1.390, C31 1.384, H55 1.079
33 H 5.8374 2.8576 -3.3682  C1 1.086
34 H 5.3596 1.1976 -3.7559  C1 1.087
35 H 4.4461 2.1270 -2.5578  C1 1.087
36 H 3.6784 3.6955 -4.3147  C2 1.094
37 H 4.6138 2.7918 -5.5459  C2 1.091
38 H 1.3368 -0.0719 -4.6025  C6 1.093
39 H 0.4396 1.2436 -5.4126  C6 1.095
40 H -2.0635 1.5362 -1.6777  C10 1.086
41 H -3.2106 2.1223 -2.9208  C10 1.089
42 H -1.6650 1.4092 1.6552  C17 1.078
43 H -0.8503 1.9542 3.9316  C18 1.078
44 H 0.4925 -1.1412 6.7787  C21 1.091
45 H -1.2007 -0.8525 7.2495  C21 1.091
46 H 0.0673 0.3003 7.7353  C21 1.090
47 H -1.1187 -4.2358 5.8852  C24 1.089
48 H -2.3789 -3.7885 4.7074  C24 1.094
49 H -0.7007 -4.0648 4.1620  C24 1.094
50 H -1.8768 -2.6944 2.7495  C25 1.076
51 H -0.2504 -1.7919 -3.1824  C28 1.080
52 H 0.2971 -3.0355 -1.1242  C29 1.079
53 H 0.9473 -1.8131 0.9194  C30 1.080
54 H 1.0443 0.6478 0.9045  C31 1.080
55 H 0.4982 1.8941 -1.1657  C32 1.079


No. 3
Below is 3 unconnected molecules or ions with the total composition C11H28BClFNO8S, with properties calculated with ωB97M-V with the def2-TZVPD basis set.

gap between HOMO and LUMO	0.363	hartree
HOMO	-0.3460	Eh
DFT total energy	-56483.246	eV
LUMO	0.017	hartree
SMILES string	CC[C@@H](Cl)N(B(O)O)S(=O)(=O)F.COCCOC.COCCOC

Each atom is followed by the atoms it is bonded to, with distances in Å.
Atoms and positions in Å:
1 C 3.0036 -1.2279 -1.2912  C2 1.528, H13 1.089, H14 1.093, H15 1.089
2 C 2.8713 0.0998 -2.0365  C1 1.528, C3 1.515, H16 1.093, H17 1.091
3 C 3.9279 0.2417 -3.1127  C2 1.515, Cl4 1.794, N5 1.480, H18 1.088
4 Cl 3.7562 -1.0629 -4.3325  C3 1.794
5 N 3.9301 1.4964 -3.8978  C3 1.480, B6 1.539, S9 1.621
6 B 2.8256 1.6464 -4.9593  N5 1.539, O7 1.350, O8 1.360
7 O 1.5244 1.4980 -4.6315  B6 1.350, H19 0.963
8 O 3.1956 1.8964 -6.2441  B6 1.360, H20 0.961
9 S 4.2213 2.9025 -3.1460  N5 1.621, O10 1.416, O11 1.426, F12 1.572
10 O 5.2155 3.6540 -3.8187  S9 1.416
11 O 3.0053 3.5260 -2.7375  S9 1.426
12 F 4.8974 2.3529 -1.8378  S9 1.572
13 H 2.6023 -2.0479 -1.8850  C1 1.089
14 H 4.0499 -1.4555 -1.0708  C1 1.093
15 H 2.4577 -1.1965 -0.3490  C1 1.089
16 H 2.9784 0.9189 -1.3202  C2 1.093
17 H 1.8745 0.1500 -2.4767  C2 1.091
18 H 4.9241 0.1268 -2.6912  C3 1.088
19 H 1.3334 1.6732 -3.7042  O7 0.963
20 H 3.6560 2.7210 -6.4197  O8 0.961
21 C -2.6631 -2.3511 0.3432  O22 1.414, H27 1.089, H28 1.093, H29 1.096
22 O -3.1786 -1.0973 -0.0605  C21 1.414, C23 1.418
23 C -2.2514 -0.0321 0.0720  O22 1.418, C24 1.513, H30 1.094, H31 1.094
24 C -1.5769 0.3131 -1.2374  C23 1.513, O25 1.419, H32 1.095, H33 1.095
25 O -0.7769 -0.7505 -1.7285  C24 1.419, C26 1.417
26 C -1.4071 -1.5260 -2.7336  O25 1.417, H34 1.095, H35 1.092, H36 1.089
27 H -3.3419 -3.1169 -0.0292  C21 1.089
28 H -1.6648 -2.5276 -0.0649  C21 1.093
29 H -2.6165 -2.4224 1.4359  C21 1.096
30 H -1.5057 -0.2703 0.8361  C23 1.094
31 H -2.8068 0.8452 0.4177  C23 1.094
32 H -0.9185 1.1715 -1.0692  C24 1.095
33 H -2.3251 0.6021 -1.9832  C24 1.095
34 H -1.3962 -1.0025 -3.6955  C26 1.095
35 H -2.4392 -1.7636 -2.4673  C26 1.092
36 H -0.8399 -2.4504 -2.8321  C26 1.089
37 C -0.6943 -1.0149 3.8775  O38 1.416, H43 1.089, H44 1.092, H45 1.096
38 O -1.6569 -0.0886 3.4092  C37 1.416, C39 1.418
39 C -2.9961 -0.4590 3.6924  O38 1.418, C40 1.514, H46 1.096, H47 1.095
40 C -3.5450 0.2476 4.9134  C39 1.514, O41 1.416, H48 1.094, H49 1.096
41 O -2.8542 -0.1047 6.0978  C40 1.416, C42 1.415
42 C -1.8778 0.8395 6.4948  O41 1.415, H50 1.095, H51 1.093, H52 1.089
43 H 0.2750 -0.5196 3.8445  C37 1.089
44 H -0.9023 -1.3286 4.9028  C37 1.092
45 H -0.6587 -1.9023 3.2348  C37 1.096
46 H -3.0709 -1.5440 3.8269  C39 1.096
47 H -3.6039 -0.1856 2.8240  C39 1.095
48 H -4.5912 -0.0446 5.0420  C40 1.094
49 H -3.5135 1.3319 4.7595  C40 1.096
50 H -2.3463 1.7231 6.9416  C42 1.095
51 H -1.2558 1.1556 5.6539  C42 1.093
52 H -1.2500 0.3597 7.2437  C42 1.089


No. 4
Below is a gas-phase ion, C14H14N (charge +1), with properties calculated with ωB97M-V with the def2-TZVPD basis set.

gap between HOMO and LUMO (spin up / spin down)	0.251 / 0.251	hartree
HOMO (spin up / spin down)	-0.4088 / -0.4088	Eh
DFT total energy	-16226.217	eV
total charge	+1
LUMO (spin up / spin down)	-0.158 / -0.158	hartree
energy above the lowest of the compared OMol25 structures with the same formula, charge and spin	26.6	kcal/mol
SMILES string	C=c1cccc/c1=C(\[NH3+])c1ccccc1

Each atom is followed by the atoms it is bonded to, with distances in Å.
Atoms and positions in Å:
1 C 0.1608 1.3493 1.5346  C2 1.358, H16 1.083, H17 1.071
2 C 0.9125 0.2185 1.5495  C1 1.358, C3 1.421, C7 1.436
3 C 1.2854 -0.6363 2.6222  C2 1.421, C4 1.360, H18 1.076
4 C 2.3385 -1.4700 2.4114  C3 1.360, C5 1.423, H19 1.079
5 C 3.0149 -1.5208 1.1599  C4 1.423, C6 1.365, H20 1.079
6 C 2.6097 -0.7938 0.0785  C5 1.365, C7 1.412, H21 1.080
7 C 1.4339 -0.0285 0.2347  C2 1.436, C6 1.412, C8 1.380
8 C 0.5415 0.5505 -0.6437  C7 1.380, N9 1.525, C10 1.461
9 N 1.1169 0.9013 -2.0111  C8 1.525, H22 1.027, H23 1.026, H24 1.031
10 C -0.9039 0.3522 -0.7296  C8 1.461, C11 1.399, C15 1.398
11 C -1.5077 -0.7313 -0.0821  C10 1.399, C12 1.378, H25 1.079
12 C -2.8514 -0.9887 -0.2473  C11 1.378, C13 1.387, H26 1.078
13 C -3.6257 -0.1848 -1.0711  C12 1.387, C14 1.383, H27 1.077
14 C -3.0432 0.8935 -1.7128  C13 1.383, C15 1.384, H28 1.078
15 C -1.6974 1.1682 -1.5406  C10 1.398, C14 1.384, H29 1.083
16 H -0.4842 1.5885 2.3713  C1 1.083
17 H 0.3029 2.1558 0.8440  C1 1.071
18 H 0.8032 -0.5503 3.5805  C3 1.076
19 H 2.6963 -2.1049 3.2073  C4 1.079
20 H 3.8531 -2.1933 1.0645  C5 1.079
21 H 3.1138 -0.8927 -0.8718  C6 1.080
22 H 1.6193 0.0971 -2.4050  N9 1.027
23 H 1.7774 1.6834 -1.9345  N9 1.026
24 H 0.3369 1.1570 -2.6344  N9 1.031
25 H -0.9049 -1.3738 0.5413  C11 1.079
26 H -3.2958 -1.8310 0.2586  C12 1.078
27 H -4.6724 -0.3985 -1.2087  C13 1.077
28 H -3.6366 1.5286 -2.3508  C14 1.078
29 H -1.2936 2.0547 -2.0147  C15 1.083


No. 5
Below is C3H3P3 in the gas phase, with properties calculated with ωB97M-V with the def2-TZVPD basis set.

gap between HOMO and LUMO (spin up / spin down)	0.210 / 0.219	hartree
HOMO (spin up / spin down)	-0.2946 / -0.2996	Eh
DFT total energy	-31019.272	eV
LUMO (spin up / spin down)	-0.085 / -0.081	hartree
energy above the lowest of the compared OMol25 structures with the same formula, charge and spin	95.7	kcal/mol
SMILES string	P=C1C(=P)C1=P

Each atom is followed by the atoms it is bonded to, with distances in Å.
Atoms and positions in Å:
1 P 1.9278 2.0158 0.0802  C2 1.713, H7 1.400
2 C 0.9398 0.6176 0.1426  P1 1.713, C3 1.397, C5 1.389
3 C 0.6357 -0.7450 0.1006  C2 1.397, P4 1.664, C5 1.376
4 P 1.1942 -2.3122 0.1046  C3 1.664, H8 1.362
5 C -0.3794 0.1835 0.1076  C2 1.389, C3 1.376, P6 2.078
6 P -2.3452 0.8539 0.0324  C5 2.078, H9 1.484
7 H 0.7255 2.6598 -0.2372  P1 1.400
8 H -0.0709 -2.6753 -0.2456  P4 1.362
9 H -2.6276 -0.5980 -0.0854  P6 1.484


No. 6
Below is C2H5N5O in the gas phase, with properties calculated with ωB97M-V with the def2-TZVPD basis set.

gap between HOMO and LUMO	0.305	hartree
HOMO	-0.2883	Eh
DFT total energy	-11649.408	eV
LUMO	0.017	hartree
energy above the lowest of the compared OMol25 structures with the same formula, charge and spin	72.3	kcal/mol
SMILES string	Nc1n/c(=N/O)[nH][nH]1

Each atom is followed by the atoms it is bonded to, with distances in Å.
Atoms and positions in Å:
1 N -1.6108 -0.4398 1.9213  C2 1.323, H9 1.129, H10 1.075
2 C -0.9556 -0.2164 0.7937  N1 1.323, N3 1.356, N8 1.407
3 N -1.0696 0.6152 -0.2712  C2 1.356, C4 1.354
4 C 0.1212 0.4066 -0.8812  N3 1.354, N5 1.276, N7 1.305
5 N 0.4353 1.2515 -1.7848  C4 1.276, O6 1.469
6 O 1.6314 0.6966 -2.4319  N5 1.469, H11 0.911
7 N 0.8935 -0.5264 -0.3966  C4 1.305, N8 1.390, H12 0.956
8 N 0.3029 -0.8445 0.8207  C2 1.407, N7 1.390, H13 1.081
9 H -2.6440 0.0134 1.8701  N1 1.129
10 H -1.0305 -0.3080 2.8162  N1 1.075
11 H 1.9287 1.3096 -3.0360  O6 0.911
12 H 1.7135 -0.0380 -0.3466  N7 0.956
13 H 0.2839 -1.9198 0.9261  N8 1.081


Max |F| readings, ordered: 4.474, 1.713, 0.596, 2.401, 4.694, 5.882 eV Å⁻¹